# 1
66
Properties=species:S:1:pos:R:3 method="wB97M-V/def2-TZVPD" de_lowest_kcal_mol=589.7 total_energy_ha=-1304.7699 total_charge=0 e_lumo_ev=0.608 homo_lumo_gap_ha=0.29774
C -1.973 2.513 -1.039
C -1.192 3.649 -1.056
C -1.740 4.858 -1.152
C -1.140 6.156 -1.172
C 0.066 6.128 -1.246
C 0.871 5.028 -1.048
C 0.159 3.896 -0.889
N 0.852 2.493 -1.159
C 0.804 1.781 0.097
C 1.084 0.255 -0.058
N 2.668 0.247 -0.688
C 2.576 1.019 -2.024
C 1.994 2.394 -1.632
H 3.062 2.785 -0.878
H 2.185 2.974 -2.632
H 1.796 0.677 -2.504
H 3.377 0.872 -2.197
C 3.030 -1.057 -0.634
C 3.607 -1.723 0.606
C 3.712 -3.065 0.769
C 2.194 -3.692 0.482
N 1.564 -2.820 -0.280
C 0.197 -2.971 -0.389
O -0.446 -2.215 -1.093
C -0.528 -3.960 0.324
H -0.324 -5.004 0.379
C -2.316 -3.740 0.629
N -2.452 -2.543 1.053
C -2.352 -2.138 2.516
O -1.847 -3.099 3.226
C -2.692 -0.941 2.922
C -3.003 0.181 1.829
C -3.805 -0.392 0.867
C -3.283 -1.504 0.185
H -3.932 -2.033 -0.443
H -2.146 -1.228 -0.490
H -4.118 0.330 -0.050
H -4.690 -0.625 1.533
H -3.313 1.097 2.393
H -1.810 0.547 1.541
H -2.072 -0.661 3.948
H -3.584 -0.886 3.678
H -2.533 -3.725 -0.436
H -2.685 -4.486 1.236
H -0.244 -3.586 1.500
C 2.089 -2.354 -1.305
H 2.687 -2.957 -1.840
H 1.299 -1.859 -1.918
H 2.336 -4.832 0.156
H 1.838 -3.546 1.554
H 4.121 -3.504 1.557
H 4.283 -3.490 -0.199
H 4.511 -1.351 0.842
H 2.770 -1.310 1.568
H 3.906 -1.093 -1.198
H 0.528 -0.118 -0.585
H 1.008 -0.261 0.808
H 1.568 2.237 0.958
H -0.088 1.815 0.641
H 2.090 4.867 -0.778
H 0.760 7.010 -1.241
H -1.598 7.134 -1.112
H -2.909 4.992 -1.222
H -1.402 1.888 -1.453
H -2.966 2.685 -1.689
H -2.410 2.260 -0.067

# 2
69
Properties=species:S:1:pos:R:3 method="wB97M-V/def2-TZVPD" de_lowest_kcal_mol=0.3 total_energy_ha=-1854.3311 smiles="CCN(CC)CCNC(=O)c1cn(C)c2ccc(S(=O)(=O)N(C)C3CCCCC3)cc2c1=O" total_charge=0 e_lumo_ev=-0.176 homo_lumo_gap_ha=0.28683
C 8.145 -1.796 -1.329
C 7.109 -1.494 -0.249
N 5.757 -1.714 -0.739
C 5.262 -0.564 -1.482
C 3.966 -0.850 -2.232
C 4.855 -2.245 0.257
C 4.495 -1.319 1.445
N 3.369 -0.469 1.161
C 3.450 0.865 1.076
O 4.474 1.506 1.276
C 2.173 1.553 0.704
C 2.230 2.911 0.640
N 1.199 3.718 0.326
C 1.394 5.149 0.292
C -0.028 3.166 0.040
C -1.138 3.965 -0.276
C -2.356 3.387 -0.555
C -2.492 2.005 -0.533
S -4.073 1.256 -0.928
O -5.072 2.292 -0.909
O -3.926 0.491 -2.129
N -4.242 0.205 0.364
C -4.583 0.927 1.568
C -4.968 -1.019 0.055
C -6.487 -0.842 0.030
C -7.146 -2.136 -0.439
C -6.755 -3.295 0.475
C -5.238 -3.452 0.525
C -4.580 -2.158 0.998
C -1.423 1.203 -0.232
C -0.178 1.764 0.067
C 0.936 0.863 0.408
O 0.784 -0.358 0.431
H 9.146 -1.736 -0.909
H 7.986 -2.798 -1.720
H 8.078 -1.091 -2.152
H 7.284 -2.171 0.591
H 7.249 -0.464 0.115
H 5.139 0.318 -0.834
H 6.032 -0.318 -2.218
H 3.112 -0.904 -1.563
H 4.052 -1.789 -2.772
H 3.780 -0.052 -2.948
H 3.932 -2.547 -0.241
H 5.322 -3.149 0.658
H 4.254 -1.938 2.316
H 5.339 -0.672 1.694
H 2.471 -0.898 0.950
H 3.179 3.382 0.861
H 1.176 5.542 -0.702
H 2.430 5.373 0.534
H 0.750 5.643 1.022
H -1.051 5.039 -0.302
H -3.222 3.984 -0.793
H -4.610 0.241 2.411
H -3.802 1.668 1.741
H -5.540 1.449 1.479
H -4.631 -1.274 -0.955
H -6.738 -0.017 -0.640
H -6.847 -0.595 1.032
H -8.232 -2.018 -0.446
H -6.825 -2.353 -1.459
H -7.212 -4.220 0.117
H -7.133 -3.105 1.483
H -4.867 -3.702 -0.470
H -4.971 -4.269 1.199
H -4.918 -1.935 2.013
H -3.495 -2.264 1.016
H -1.526 0.129 -0.215

# 3
78
Properties=species:S:1:pos:R:3 method="wB97M-V/def2-TZVPD" de_lowest_kcal_mol=20.0 total_energy_ha=-2290.5288 smiles="C[C@H]1COC(=O)O1.C[C@H]1COC(=O)O1.C[C@H]1COC(=O)O1.C[C@H]1COC(=O)O1.C[C@H]1COC(=O)O1.C[C@H]1COC(=O)O1" total_charge=0 e_lumo_ev=-0.283 homo_lumo_gap_ha=0.39864
C -3.611 -2.230 2.551
C -2.783 -3.465 2.798
C -1.875 -3.393 4.036
O -2.277 -4.508 4.845
C -3.299 -5.166 4.260
O -3.801 -6.152 4.679
O -3.664 -4.548 3.113
H -3.023 -1.403 2.151
H -4.130 -1.869 3.441
H -4.396 -2.475 1.831
H -2.184 -3.709 1.920
H -2.035 -2.503 4.650
H -0.807 -3.479 3.846
C 3.809 7.832 -0.613
C 3.843 6.458 0.013
C 3.452 6.424 1.514
O 2.446 5.414 1.572
C 2.104 5.007 0.338
O 1.256 4.211 0.099
O 2.837 5.649 -0.596
H 4.419 8.529 -0.033
H 2.781 8.197 -0.632
H 4.186 7.858 -1.634
H 4.832 6.005 -0.086
H 2.970 7.361 1.793
H 4.301 6.175 2.138
C 4.022 -4.424 -0.328
C 4.351 -3.477 -1.452
C 3.327 -2.338 -1.606
O 4.011 -1.175 -1.141
C 5.339 -1.438 -1.088
O 6.183 -0.617 -0.932
O 5.564 -2.764 -1.169
H 3.147 -5.030 -0.566
H 3.814 -3.861 0.586
H 4.838 -5.111 -0.103
H 4.447 -3.985 -2.410
H 2.430 -2.467 -0.997
H 2.980 -2.213 -2.632
C -3.607 3.670 1.553
C -4.846 2.866 1.837
C -4.582 1.440 2.307
O -4.919 1.434 3.692
C -5.499 2.615 4.019
O -5.903 2.888 5.100
O -5.526 3.449 2.958
H -2.812 3.401 2.253
H -3.780 4.743 1.540
H -3.187 3.457 0.562
H -5.493 2.837 0.961
H -3.563 1.077 2.174
H -5.236 0.730 1.796
C -0.684 0.382 0.350
C -0.460 1.416 -0.733
C 0.837 1.208 -1.546
O 0.405 1.010 -2.878
C -0.940 1.140 -2.964
O -1.565 1.118 -3.968
O -1.470 1.294 -1.731
H 0.000 0.636 1.167
H -0.450 -0.641 0.048
H -1.699 0.422 0.744
H -0.399 2.385 -0.233
H 1.344 0.333 -1.126
H 1.543 2.034 -1.508
C -0.227 -2.533 -2.788
C 0.020 -3.875 -3.436
C -0.436 -4.106 -4.865
O 0.557 -5.015 -5.344
C 1.695 -4.825 -4.640
O 2.752 -5.276 -4.923
O 1.449 -4.035 -3.565
H 0.229 -2.563 -1.799
H -1.292 -2.323 -2.666
H 0.183 -1.709 -3.374
H -0.362 -4.648 -2.762
H -0.454 -3.197 -5.469
H -1.423 -4.561 -4.903

# 4
82
Properties=species:S:1:pos:R:3 method="wB97M-V/def2-TZVPD" de_lowest_kcal_mol=0.0 total_energy_ha=-8064.2481 total_charge=+1 e_lumo_ev=-3.636 homo_lumo_gap_ha=0.31341
C 5.626 -0.995 3.921
C 5.044 0.405 4.078
O 3.686 0.377 3.651
C 3.107 1.648 3.547
C 1.618 1.530 3.270
O 1.285 1.568 1.865
C 0.719 0.569 1.156
I 1.512 -1.435 1.761
C -0.848 0.485 1.206
C -1.461 0.626 2.622
F -0.920 -0.235 3.489
F -2.782 0.288 2.498
C -1.539 2.058 3.258
F -0.826 2.970 2.562
F -1.058 2.022 4.505
N -1.279 -0.697 0.486
C -2.065 -1.742 1.087
O -1.571 -2.640 1.690
N -3.442 -1.629 0.934
C -4.271 -2.321 1.858
O -4.963 -1.822 2.649
F -4.175 -3.638 1.677
C -1.122 -0.597 -0.992
C -1.167 -2.021 -1.641
C -2.488 -2.639 -2.151
C -2.668 -4.115 -1.768
C -4.103 -4.599 -1.911
O -4.430 -4.737 -3.295
C -2.237 0.319 -1.559
C -2.442 0.445 -3.066
O -1.730 1.615 -3.520
C -1.648 1.737 -4.880
O -1.083 0.954 -5.563
C 0.386 -0.187 -1.247
C 0.707 0.023 -2.739
C 1.622 -1.041 -3.348
O 1.937 -1.025 -4.489
N 1.127 0.813 -0.300
C 1.148 2.272 -0.737
Br -0.597 3.173 -0.707
C 2.117 3.262 -0.098
C 2.220 4.549 -0.942
P 3.028 -0.053 -0.519
O 3.880 0.553 0.669
Br 3.949 1.147 -2.201
H 6.258 -1.256 4.775
H 4.809 -1.720 3.868
H 6.231 -1.087 3.014
H 5.599 1.143 3.474
H 5.088 0.750 5.122
H 3.588 2.243 2.754
H 3.223 2.206 4.491
H 1.212 0.647 3.770
H 1.116 2.393 3.713
H -1.230 1.371 0.683
H -2.589 2.363 3.274
H -3.779 -0.683 0.809
H -0.657 -2.709 -0.951
H -0.512 -1.985 -2.519
H -3.375 -2.089 -1.829
H -2.478 -2.590 -3.247
H -2.319 -4.290 -0.743
H -2.064 -4.737 -2.442
H -4.795 -3.900 -1.424
H -4.223 -5.573 -1.422
H -5.199 -4.199 -3.510
H -3.175 -0.067 -1.150
H -2.154 1.338 -1.169
H -3.509 0.571 -3.287
H -2.097 -0.435 -3.618
H -2.145 2.646 -5.254
H 0.885 -1.130 -0.972
H -0.198 -0.029 -3.348
H 1.139 0.984 -3.001
H 1.962 -1.859 -2.674
H 1.337 2.238 -1.801
H 3.112 2.840 -0.035
H 1.791 3.505 0.912
H 1.574 5.338 -0.551
H 3.249 4.922 -0.906
H 1.982 4.380 -1.997
H 4.542 1.219 0.423